{
  "formula": "C33H26FN2O3S4Tl",
  "method": "ωB97M-V with the def2-TZVPD basis set",
  "charge": -2,
  "e_lumo_ev": 3.8,
  "orbital_gap_ev": 5.15,
  "e_above_lowest_kj_mol": 9.7,
  "homo_ev": -1.36,
  "elements": ["H", "H", "C", "H", "C", "H", "H", "O", "C", "C", "N", "C", "C", "C", "H", "C", "H", "Tl", "H", "C", "C", "C", "C", "C", "C", "H", "C", "H", "C", "H", "H", "H", "O", "H", "S", "S", "H", "H", "C", "F", "C", "C", "H", "O", "H", "C", "C", "C", "C", "C", "C", "H", "H", "H", "S", "H", "H", "C", "S", "H", "H", "C", "C", "C", "C", "N", "C", "H", "C", "C"],
  "coordinates": [[-3.232, 1.909, 1.943], [-3.787, -2.312, 2.415], [3.687, 1.336, 0.143], [-3.729, 2.878, -0.214], [1.860, -0.281, -0.504], [3.388, 1.129, 4.025], [2.130, 4.451, 0.267], [-1.002, -0.551, 0.221], [-3.457, 0.928, 1.546], [-3.776, -1.412, 1.814], [3.072, 1.506, 1.379], [1.215, 0.094, 0.733], [-3.692, 1.932, -0.756], [-3.115, -6.371, -0.724], [5.508, 3.222, 2.973], [-4.052, -7.569, -2.559], [5.213, 3.966, 0.652], [-1.201, -1.099, -2.220], [5.515, 1.528, 2.468], [5.522, 2.929, 0.828], [-4.267, -6.377, -3.217], [1.333, 3.284, -1.340], [-3.457, -7.584, -1.298], [5.427, 1.847, -1.433], [-3.888, -5.120, -2.685], [1.364, 1.125, 2.523], [3.173, 2.169, 3.774], [-1.953, 3.263, 0.647], [3.598, 2.478, 2.345], [6.607, 2.898, 0.708], [-4.347, -8.500, -3.034], [0.011, 4.379, 1.587], [1.492, -1.168, -1.270], [2.255, 3.291, -1.911], [-2.733, -3.717, -0.531], [-2.372, 1.949, -2.006], [-4.596, 1.868, -1.364], [-4.832, -2.721, -1.118], [0.079, 3.901, 0.617], [5.398, 0.884, -3.575], [4.872, 2.021, -0.181], [1.858, 0.921, 1.585], [3.178, -0.317, -2.778], [-0.412, -0.385, 2.379], [-3.250, -0.096, 3.422], [-3.320, -5.158, -1.386], [0.235, 2.606, -1.899], [-1.033, 3.261, 0.080], [5.117, 2.521, 2.233], [-4.289, -2.834, -0.180], [3.676, 0.320, -2.061], [2.114, 2.350, 3.946], [-3.276, -8.513, -0.771], [3.212, 3.469, 2.071], [-4.111, -3.679, -3.611], [-2.677, -6.343, 0.267], [-4.859, -3.438, 0.530], [4.818, 1.009, -2.354], [0.340, 1.776, -3.415], [6.339, 2.365, -1.706], [-4.721, -6.370, -4.200], [-3.994, -1.498, 0.442], [-3.482, -0.184, 2.369], [-3.686, 0.757, 0.188], [-0.187, -0.348, 1.157], [-3.943, -0.433, -0.355], [-0.974, 2.643, -1.160], [3.735, 2.815, 4.451], [3.105, 0.472, -0.795], [1.259, 3.929, -0.117]],
  "forces_ev_per_angstrom": [[0.02, 0.01, 0.00], [-0.01, -0.01, -0.01], [-0.02, 0.00, -0.03], [0.00, 0.00, -0.01], [0.00, -0.09, 0.02], [0.01, 0.00, 0.00], [0.02, 0.00, 0.00], [0.02, -0.13, 0.04], [-0.03, 0.00, -0.05], [0.08, 0.02, 0.01], [0.04, -0.06, 0.01], [-0.09, -0.01, -0.02], [-0.04, 0.01, -0.01], [-0.06, -0.02, -0.04], [-0.01, 0.01, -0.01], [0.00, 0.03, 0.01], [0.00, -0.01, 0.00], [0.08, 0.07, 0.03], [0.01, 0.01, 0.01], [0.02, 0.01, 0.00], [0.01, -0.04, -0.04], [-0.01, 0.01, 0.01], [-0.01, -0.03, 0.02], [0.00, 0.00, 0.03], [-0.01, 0.13, -0.06], [0.01, 0.00, -0.01], [0.00, -0.02, -0.01], [-0.02, -0.03, 0.02], [0.01, 0.05, 0.00], [0.00, 0.00, 0.00], [0.00, -0.01, 0.00], [0.00, 0.00, 0.00], [-0.08, 0.04, -0.01], [0.01, -0.01, 0.01], [0.11, 0.09, -0.03], [0.05, -0.11, 0.09], [0.01, 0.00, -0.01], [0.05, 0.03, -0.03], [0.03, 0.00, -0.01], [0.00, -0.01, 0.00], [0.01, 0.00, -0.03], [-0.07, 0.02, -0.01], [0.00, -0.01, -0.01], [0.01, -0.01, 0.06], [0.00, 0.01, -0.01], [0.03, -0.10, 0.20], [0.04, -0.02, 0.02], [-0.01, 0.00, 0.02], [-0.03, -0.03, -0.01], [-0.09, -0.02, -0.01], [0.00, 0.04, 0.01], [0.00, 0.00, 0.00], [-0.01, 0.00, 0.00], [-0.01, 0.02, 0.01], [-0.03, 0.02, 0.05], [0.02, 0.01, -0.01], [-0.05, -0.04, -0.09], [-0.01, -0.01, -0.01], [0.03, -0.04, -0.04], [0.00, 0.00, 0.00], [0.00, -0.01, 0.00], [0.04, -0.03, 0.01], [-0.01, -0.02, -0.01], [0.04, 0.06, 0.06], [0.06, 0.14, -0.15], [-0.09, -0.01, -0.01], [-0.08, 0.05, -0.01], [0.00, 0.01, 0.00], [0.03, 0.06, -0.02], [-0.01, -0.04, 0.02]],
  "nbo_charge": [0.2000, 0.2078, 0.1577, 0.2068, 0.5116, 0.2178, 0.1815, -0.8369, -0.2596, -0.2554, -0.3858, -0.2839, -0.5790, -0.2389, 0.2014, -0.2253, 0.2074, 0.7839, 0.2037, -0.4131, -0.2559, -0.2566, -0.2966, -0.2572, -0.1813, 0.2364, -0.6138, 0.1953, -0.0230, 0.2073, 0.1842, 0.1890, -0.6257, 0.2104, 0.2235, 0.2797, 0.2375, 0.2687, -0.2721, -0.3412, -0.0454, 0.1026, 0.2675, -0.7522, 0.2078, -0.1655, -0.1956, -0.2641, -0.3934, -0.5668, -0.2233, 0.2254, 0.1854, 0.1911, -0.4575, 0.2041, 0.2008, 0.3609, -0.4626, 0.2090, 0.2058, 0.2377, -0.1258, 0.2193, 0.7945, -0.4466, -0.1171, 0.2034, -0.0583, -0.2510]
}